Record 1
Computed, not measured: one molecule with the formula C6H7N5O2S, with ωB97M-V with the def2-TZVPD basis set.

The geometry in XYZ format:
```
21
Properties=species:S:1:pos:R:3:mulliken_charge:R:1
C 3.140 -1.870 0.036 -0.40
C 1.809 -0.187 0.201 0.43
C 1.075 -1.404 -0.092 0.48
C 1.441 1.214 0.341 -0.11
C -1.408 -1.060 -0.540 0.19
C -4.065 -0.203 -0.720 -0.98
N 1.962 -2.411 -0.107 -0.63
N -0.250 -1.446 -0.367 0.04
N 2.363 2.074 0.660 -0.81
N 3.060 -0.597 0.330 -0.06
N 0.140 1.343 0.155 -0.15
O -3.190 -1.399 1.446 -0.54
O -0.415 2.623 0.242 -0.47
S -2.744 -0.359 0.538 0.67
H 3.951 -2.544 -0.037 0.46
H -4.887 0.295 -0.303 0.37
H -4.177 -1.112 -1.344 0.33
H -3.869 0.449 -1.575 0.38
H 2.232 3.057 0.808 0.19
H 3.799 0.106 0.306 0.30
H 0.032 3.432 0.022 0.30
```

Energy above the lowest of the compared OMol25 structures with the same formula, charge and spin = 1.158 eV
Kohn-Sham gap (spin up / spin down) = 4.74 / 5.83 eV
Electronic energy = -1055.02884 Eh

=====

Record 2
Computed, not measured: one molecule with the formula C6H7NO, with ωB97M-V with the def2-TZVPD basis set.

The geometry in XYZ format:
```
15
Properties=species:S:1:pos:R:3:mulliken_charge:R:1
C -2.296 0.768 0.108 -1.73
C -1.454 -0.536 -0.022 0.79
O -2.020 -1.544 -0.252 -0.53
C -0.010 -0.331 -0.056 0.15
C 0.916 -1.379 0.088 -0.71
C 2.250 -0.905 0.053 -0.59
C 2.092 0.541 -0.190 -0.44
N 0.734 0.788 -0.168 -0.01
H -1.901 1.394 0.943 0.36
H -3.119 0.485 0.102 0.65
H -2.111 1.524 -0.591 0.40
H 0.756 -2.264 0.143 0.83
H 3.136 -1.474 0.123 0.42
H 2.724 1.361 -0.066 0.39
H 0.304 1.573 -0.215 0.01
```

Energy above the lowest of the compared OMol25 structures with the same formula, charge and spin = 3.079 eV
Kohn-Sham gap = 9.36 eV
Electronic energy = -362.70035 Eh

=====

Record 3
Computed, not measured: one molecule with the formula C6H7NO, with ωB97M-V with the def2-TZVPD basis set.

The geometry in XYZ format:
```
15
Properties=species:S:1:pos:R:3:mulliken_charge:R:1
O -2.251 -1.179 -0.267 -0.62
C -1.081 -0.725 -0.114 0.18
C -0.280 0.415 -1.063 -0.32
C -0.864 1.301 0.309 -0.63
C -0.416 -0.089 1.064 0.04
N 1.004 -0.033 0.822 -0.47
C 1.431 -1.166 0.059 -0.32
C 1.104 0.027 -0.817 -0.23
H -0.648 0.813 -2.007 0.52
H -1.977 1.542 0.623 0.29
H -0.046 2.192 0.395 0.32
H -0.826 -0.288 2.171 0.32
H 0.614 -1.949 0.059 0.20
H 2.342 -1.477 0.102 0.39
H 1.894 0.615 -1.337 0.32
```

Energy above the lowest of the compared OMol25 structures with the same formula, charge and spin = 5.179 eV
Kohn-Sham gap = 9.52 eV
Electronic energy = -362.62317 Eh

=====

Record 4
Computed, not measured: one molecule with the formula C6H7NO, with ωB97M-V with the def2-TZVPD basis set.

The geometry in XYZ format:
```
15
Properties=species:S:1:pos:R:3:mulliken_charge:R:1
C 0.507 1.636 0.042 -1.53
C -0.375 0.424 -0.051 0.97
C -1.729 0.390 -0.037 -0.62
C -2.094 -0.964 -0.019 -0.35
N -1.065 -1.829 -0.018 -0.66
C 0.077 -0.922 -0.029 0.07
C 1.326 -1.401 0.021 0.10
O 2.507 -0.801 -0.066 -0.51
H 0.969 1.748 0.998 0.40
H 1.385 1.681 -0.695 0.34
H -0.076 2.591 -0.190 0.29
H -2.432 1.194 -0.206 0.39
H -3.019 -1.473 0.162 0.44
H 1.559 -2.474 0.082 0.38
H 2.461 0.200 0.005 0.30
```

Energy above the lowest of the compared OMol25 structures with the same formula, charge and spin = 1.248 eV
Kohn-Sham gap = 9.06 eV
Electronic energy = -362.76763 Eh